# 1
ORCA calculation (ωB97M-V/def2-TZVPD) on a 5-piece molecular cluster, C20H50O10 overall at a distorted geometry.

Computed properties:
- Energy: -1543.78089 hartree
- Kohn-Sham gap: 9.43 eV
- LUMO: 0.6519 eV

XYZ file:
```
80
C20H50O10, DFT ωB97M-V/def2-TZVPD
O -2.728 -1.105 -2.737
O 0.189 1.298 3.524
O 3.139 -2.671 -0.546
O -0.891 4.345 1.929
O -2.335 0.682 0.303
O 0.278 -2.483 -1.981
O 1.306 3.611 -0.245
O 0.289 -1.155 0.566
O -3.597 -3.545 -1.228
O 3.077 1.391 2.501
C 2.002 4.133 0.915
C 0.678 0.783 2.221
C -0.675 -0.959 -0.460
C -1.028 3.841 0.619
C -2.388 1.897 1.121
C -3.355 -3.553 -2.644
C -0.280 0.317 4.410
C -3.558 -2.182 -3.295
C -1.142 0.534 -0.484
C 1.519 -1.725 -2.136
C 4.128 -2.879 -1.474
C 4.293 2.065 2.074
C -2.646 -2.987 -0.268
C 0.432 -3.929 -2.050
C 2.312 -1.595 -0.911
C 1.942 1.563 1.759
C 0.070 4.394 -0.338
C 0.573 -2.485 0.874
C -2.032 3.969 2.693
C -1.513 -0.931 -3.441
H -1.330 0.607 -1.555
H 1.758 2.625 1.595
H 4.855 -3.549 -1.013
H -3.258 -2.215 -4.343
H -0.101 0.643 5.434
H -1.043 -1.913 -3.507
H 0.980 -0.254 2.366
H 4.333 3.140 2.253
H 1.293 -4.399 -1.575
H -2.836 -3.362 0.738
H 2.136 -1.854 -3.025
H -1.609 -3.240 -0.488
H -0.495 -4.268 -1.588
H -0.384 1.297 -0.305
H -0.368 -2.975 1.124
H -2.492 4.881 3.073
H -0.175 -1.058 -1.424
H -1.995 4.071 0.172
H 5.166 1.692 2.608
H 1.495 4.008 1.872
H -2.481 2.802 0.520
H 0.192 5.471 -0.452
H -4.144 -4.268 -2.878
H 1.684 -1.539 -0.022
H 1.222 -2.565 1.747
H -3.333 1.926 1.663
H 2.293 1.125 0.824
H -4.633 -2.018 -3.222
H 2.935 3.589 0.768
H 0.436 -3.951 -3.139
H 2.187 5.181 0.683
H 1.029 -0.761 -2.268
H -1.363 0.249 4.304
H -1.663 3.280 3.452
H -2.817 -1.920 -0.124
H -1.444 -1.731 -0.438
H 3.632 -3.367 -2.314
H 4.288 1.833 1.009
H 0.032 0.979 1.365
H -1.045 2.759 0.746
H -2.379 -4.005 -2.825
H 2.753 -0.599 -0.861
H 1.013 -3.114 0.101
H -1.600 1.990 1.868
H -2.845 3.491 2.146
H 4.649 -1.972 -1.780
H 0.132 -0.675 4.229
H -0.260 4.096 -1.334
H -0.779 -0.255 -3.004
H -1.681 -0.544 -4.446
```

***

# 2
ORCA calculation (ωB97M-V/def2-TZVPD) on C14H27GaN3O9P2S5 as an isolated structure.

Computed properties:
- Energy: -5989.67789 hartree
- Kohn-Sham gap: 7.50 eV
- Net charge: +1
- LUMO: -2.0911 eV

XYZ file:
```
61
C14H27GaN3O9P2S5, DFT ωB97M-V/def2-TZVPD
Ga 0.449 -0.536 0.317
S 1.564 -0.732 -1.652
S 6.044 0.061 1.915
S 3.620 2.063 -2.887
S 3.907 -1.042 0.172
S 5.307 1.289 -0.696
P -1.852 -2.451 0.958
P 0.991 -3.277 1.416
O 1.543 -3.749 0.119
O -3.039 -3.261 0.205
O 0.960 -1.774 1.714
O -0.005 0.440 2.655
O -0.950 0.901 0.253
O 1.647 1.201 0.697
O 1.620 -4.004 2.683
O -2.364 -1.691 2.113
O -1.092 -1.724 -0.145
N -2.975 1.562 0.985
N 2.545 2.867 1.902
N -0.782 -4.853 0.234
C -1.244 -4.566 2.700
C 2.370 1.388 -4.003
C 2.883 3.475 3.189
C 1.129 1.195 3.029
C 5.130 0.110 0.562
C -1.254 1.088 2.631
C -3.521 1.639 -0.372
C -3.878 1.855 2.101
C 1.809 1.770 1.788
C -1.736 1.167 1.197
C 3.105 3.506 0.712
C 3.177 -0.191 -1.182
C -0.767 -3.894 1.422
C 3.862 0.882 -1.612
H -1.626 -4.741 -0.328
H -4.019 0.972 2.724
H 2.398 2.055 -4.864
H -1.169 -3.857 3.524
H -1.210 2.094 3.060
H 2.611 3.125 -0.176
H 2.634 0.380 -4.311
H 2.196 4.285 3.442
H -3.885 -3.107 0.650
H -2.781 1.290 -1.081
H -4.838 2.150 1.693
H -4.410 1.012 -0.440
H 4.173 3.305 0.635
H 3.886 3.887 3.117
H 0.853 1.978 3.733
H 2.892 2.738 3.988
H 1.388 1.402 -3.548
H 0.083 -4.601 -0.314
H 1.820 0.504 3.514
H -0.622 -5.428 2.946
H -3.790 2.670 -0.606
H 2.946 4.582 0.787
H -3.503 2.674 2.714
H 2.583 -4.103 2.625
H -1.950 0.478 3.198
H -0.702 -5.821 0.536
H -2.287 -4.879 2.618
```

***

# 3
ORCA calculation (ωB97M-V/def2-TZVPD) on a 2-piece molecular cluster, C8H14 overall at a distorted geometry.

Computed properties:
- Energy: -312.93920 hartree
- Kohn-Sham gap (alpha / beta): 9.20 / 6.09 eV
- LUMO (alpha / beta): 1.0003 / -0.7999 eV

XYZ file:
```
22
C8H14, DFT ωB97M-V/def2-TZVPD
C -1.251 1.134 -0.845
C 1.482 -1.297 1.598
C -1.706 -1.370 -1.748
C -0.832 -0.106 -1.698
C -0.223 0.401 -2.974
C 1.692 0.127 1.696
C 0.996 0.975 2.679
C -0.235 0.479 -0.438
H 0.681 0.924 -2.588
H -0.046 1.095 2.542
H -1.483 -1.863 -0.691
H 1.029 -1.658 2.571
H 1.021 0.470 3.696
H 2.381 0.503 0.931
H 2.374 -1.850 1.405
H -2.727 -1.157 -2.110
H -0.015 -0.456 -3.574
H -0.816 1.130 -3.589
H 1.254 2.038 2.751
H -2.020 1.911 -0.945
H -1.297 -2.107 -2.548
H 0.814 -1.323 0.799
```

***

# 4
ORCA calculation (ωB97M-V/def2-TZVPD) on C19H57N3NbO8S as an isolated structure at a distorted geometry.

Computed properties:
- Energy: -1979.10527 hartree
- Kohn-Sham gap: 6.64 eV
- Net charge: -1
- LUMO: 2.0614 eV

XYZ file:
```
89
C19H57N3NbO8S, DFT ωB97M-V/def2-TZVPD
Nb -2.135 -2.194 0.699
S -2.493 -2.582 5.190
O -2.280 1.791 -2.338
O -1.297 -6.817 2.316
O 0.629 -0.747 1.365
O 2.862 2.200 2.025
O 1.598 0.519 -2.208
O 5.062 5.655 0.257
O 1.298 4.025 -4.692
O 2.478 -1.717 1.041
N -5.148 -2.859 -1.326
N -1.195 -5.128 -0.616
N 1.638 -1.065 0.518
C -0.270 -6.623 3.278
C -2.983 -1.496 -1.289
C -3.860 -1.175 1.745
C 4.841 5.653 1.664
C -0.834 -3.700 -0.402
C -4.489 -1.561 -1.531
C -2.509 1.768 -3.734
C 3.694 0.688 -3.465
C 5.482 4.470 2.359
C 0.091 6.061 -4.058
C -1.395 1.069 -4.492
C 3.136 1.016 4.137
C 0.798 -5.657 2.810
C 1.425 5.360 -4.222
C -4.020 -1.111 3.272
C 2.564 2.222 3.417
C -0.607 -0.433 0.608
C 2.359 1.310 -3.099
C -3.857 -2.453 4.010
H -4.497 -3.600 -1.576
H 5.042 3.544 1.985
H 5.262 6.597 2.013
H 5.306 4.512 3.435
H 1.566 -5.507 3.570
H -0.281 -0.260 -0.425
H 1.926 5.263 -3.258
H -0.668 -3.285 -1.404
H -4.815 -1.521 1.333
H -3.739 -3.252 3.276
H -0.890 -7.096 1.488
H 4.687 4.840 -0.095
H 1.286 -6.046 1.912
H 0.230 7.065 -3.654
H 1.480 2.269 3.567
H 4.228 1.313 -4.183
H -0.785 -6.245 4.162
H -1.231 -2.663 2.256
H 0.357 -4.691 2.564
H 4.325 0.577 -2.581
H -4.726 -2.696 4.625
H -5.018 -0.719 3.505
H 0.187 -7.585 3.549
H 3.767 5.670 1.882
H 0.140 -3.727 0.106
H -2.703 -0.431 -1.342
H 4.218 0.976 4.007
H -3.713 -0.153 1.356
H -5.290 -3.035 -0.335
H -3.313 -0.404 3.716
H 2.707 0.099 3.725
H -0.552 5.499 -3.380
H -2.661 2.781 -4.131
H 2.073 0.360 -1.385
H -2.020 -5.166 -1.205
H -1.546 -5.468 0.274
H -4.742 -1.262 -2.557
H 2.992 3.145 3.809
H 3.542 -0.300 -3.901
H -1.620 1.023 -5.560
H -3.193 -3.694 0.918
H -1.610 -2.794 4.211
H 2.514 2.319 -2.697
H -0.419 6.157 -5.020
H 1.730 1.423 -3.982
H -4.976 -0.830 -0.879
H -0.966 0.510 1.033
H -3.450 1.227 -3.847
H 2.083 5.944 -4.874
H 2.913 1.046 5.204
H -2.466 -1.985 -2.127
H 2.480 1.384 1.681
H -1.267 0.056 -4.112
H 6.558 4.452 2.183
H -0.449 1.603 -4.366
H -1.446 2.234 -2.150
H 0.870 4.039 -5.554
```